# C48H134N12O13

A 13-piece molecular cluster, C48H134N12O13 overall (ωB97M-V/def2-TZVPD, OMol25).

```
207
Properties=species:S:1:pos:R:3:forces:R:3
O -0.057 4.179 1.737 0.44 -0.01 0.64
H 0.782 4.106 2.262 -0.20 -0.25 -0.29
H 0.170 4.851 1.094 -0.28 0.33 -0.50
C 5.381 -1.067 -1.814 0.58 1.18 -0.79
C 4.191 -0.077 -2.144 1.16 -2.21 0.57
C 4.114 0.241 -3.613 1.56 0.50 0.31
O 3.027 1.068 -3.697 -1.34 1.92 -1.09
C 2.786 1.600 -5.002 1.76 0.41 0.04
N 2.916 -0.743 -1.795 -0.11 0.89 0.88
H 5.475 -1.317 -0.751 -0.70 -0.53 -0.25
H 6.332 -0.534 -1.941 -0.10 0.39 -0.23
H 5.517 -1.904 -2.533 -0.75 0.15 0.81
H 4.357 0.822 -1.537 -0.06 0.16 -0.30
H 3.951 -0.655 -4.180 -0.09 -0.89 -0.40
H 5.046 0.722 -4.027 -0.57 -0.20 0.50
H 3.700 2.207 -5.397 -1.42 -0.69 0.87
H 1.882 2.213 -4.970 0.18 -0.21 -0.11
H 2.711 0.760 -5.683 -0.44 -0.13 -0.41
H 2.971 -0.834 -0.756 -0.74 0.01 -1.13
H 2.151 -0.059 -2.038 0.95 -1.10 0.63
C -0.438 0.288 -3.774 0.64 1.20 0.78
C -0.598 0.218 -5.275 0.24 0.00 -0.88
C -1.726 -0.731 -5.691 -0.17 -0.18 0.58
O -1.919 -0.926 -7.082 0.27 0.59 0.21
C -0.884 -1.634 -7.759 -1.20 -0.28 1.43
N -0.836 1.582 -5.792 -0.06 -0.02 -0.52
H 0.386 1.009 -3.446 -0.97 -0.80 -0.79
H -0.200 -0.650 -3.234 -0.65 0.33 -0.53
H -1.378 0.770 -3.484 0.07 -0.48 0.83
H 0.339 -0.183 -5.683 -0.04 0.26 -0.33
H -2.698 -0.360 -5.312 0.44 -0.06 -0.15
H -1.518 -1.681 -5.182 -0.16 -0.32 -0.16
H -0.390 -2.273 -7.027 -0.01 -0.61 -0.22
H -0.128 -1.016 -8.158 0.79 1.07 -0.64
H -1.420 -2.154 -8.535 0.30 -0.53 -0.35
H -1.101 1.545 -6.785 0.39 -0.22 0.39
H -1.690 1.947 -5.369 0.19 -0.05 0.29
C 4.978 -0.734 4.332 -0.27 -0.56 -0.22
C 3.958 0.009 3.458 0.77 1.57 0.89
C 2.616 0.420 4.091 -0.57 -1.54 1.31
O 2.085 -0.821 4.643 -0.73 1.22 -0.40
C 0.682 -0.688 4.954 0.83 -0.41 -0.57
N 4.606 1.298 3.191 0.59 1.17 -2.42
H 5.881 -0.795 3.671 -0.61 -0.39 0.69
H 4.554 -1.722 4.567 0.64 0.20 0.27
H 5.297 -0.170 5.244 -0.61 -0.48 -0.61
H 3.815 -0.596 2.536 -0.16 0.70 0.46
H 1.872 0.889 3.399 0.75 -0.50 -0.02
H 2.703 1.141 4.962 0.44 -0.53 -0.87
H 0.425 -1.695 5.357 -0.28 1.11 0.12
H 0.124 -0.515 4.000 0.22 -0.05 0.72
H 0.532 0.192 5.638 -0.14 -0.98 -0.30
H 5.199 1.655 3.939 -0.32 -0.50 -0.05
H 5.197 1.280 2.334 -0.67 0.02 0.95
C 3.528 4.082 -2.101 -0.09 -1.80 -1.24
C 3.029 5.086 -1.121 0.44 1.11 1.15
C 4.288 5.633 -0.422 -0.03 0.79 0.01
O 4.803 4.584 0.354 0.44 -0.06 0.34
C 6.140 4.761 0.847 -0.72 0.42 -2.15
N 2.361 6.249 -1.728 -0.16 -0.41 -0.02
H 3.871 3.124 -1.663 -0.26 0.60 0.02
H 4.388 4.457 -2.679 -0.19 0.17 0.22
H 2.778 3.813 -2.860 -0.03 0.01 0.29
H 2.348 4.671 -0.321 0.65 0.22 -0.89
H 3.997 6.533 0.213 0.58 -0.93 -0.68
H 5.049 5.921 -1.229 -0.89 0.00 0.98
H 6.254 5.803 1.184 0.25 -0.46 0.32
H 6.879 4.547 0.013 -0.63 0.31 0.88
H 6.196 4.000 1.587 0.59 -0.24 0.94
H 2.856 6.497 -2.588 -0.40 -0.06 0.18
H 1.402 5.980 -1.948 0.26 0.24 -0.19
C 3.494 4.960 5.140 -0.01 -1.08 0.79
C 2.310 4.866 4.201 -0.03 -0.50 -0.43
C 1.895 6.237 3.754 0.28 1.01 0.19
O 2.946 6.726 2.927 0.45 -0.03 0.49
C 2.588 7.892 2.234 -0.26 -0.69 -1.62
N 2.516 4.048 2.986 -0.48 -0.32 0.87
H 4.387 5.304 4.664 0.48 0.34 -0.63
H 3.750 3.966 5.566 -0.29 0.51 -0.11
H 3.287 5.655 5.952 -0.08 -0.07 0.19
H 1.442 4.461 4.697 -0.29 -0.29 0.59
H 1.641 6.898 4.631 0.72 -0.33 -0.56
H 0.990 6.236 3.179 -0.69 -0.38 -0.54
H 1.718 7.624 1.579 0.48 0.48 0.24
H 3.425 8.227 1.539 -0.98 -0.31 1.29
H 2.255 8.614 2.957 0.08 0.92 0.08
H 3.115 4.601 2.417 0.78 0.11 -0.91
H 2.949 3.125 3.139 -0.06 0.65 0.11
C -1.380 2.302 4.054 -0.88 -0.33 0.86
C -2.503 3.092 3.393 0.19 0.26 0.20
C -3.844 2.381 3.562 0.22 1.05 0.35
O -3.748 1.165 2.830 -0.16 1.17 0.21
C -4.884 0.408 2.988 -0.65 -2.94 0.29
N -2.588 4.490 3.901 -0.35 -0.23 -2.13
H -1.426 1.243 3.758 0.18 0.36 0.16
H -1.581 2.390 5.137 0.12 -0.40 -0.12
H -0.390 2.708 3.923 0.27 0.19 -0.52
H -2.352 3.066 2.303 0.23 0.65 0.24
H -4.673 3.080 3.246 0.67 -0.91 -0.17
H -4.006 2.213 4.635 -0.13 -0.41 0.00
H -4.958 0.044 4.020 0.04 -0.02 0.16
H -4.895 -0.538 2.353 0.47 1.34 0.47
H -5.811 0.906 2.805 -0.64 0.85 -0.45
H -2.227 4.713 4.808 0.35 -0.57 0.40
H -2.089 5.048 3.208 -0.10 0.07 0.46
C -1.576 -6.415 4.713 0.46 1.52 -0.62
C -1.745 -4.900 4.910 -2.60 -0.13 0.11
C -1.101 -4.583 6.226 0.78 0.06 0.69
O -1.281 -3.269 6.688 0.12 0.72 0.07
C -2.532 -3.074 7.280 -1.17 -0.27 0.63
N -1.324 -4.053 3.808 -1.09 0.70 -0.13
H -0.541 -6.622 4.861 1.06 -0.40 -0.17
H -1.837 -6.606 3.703 -0.20 -0.62 -1.00
H -2.087 -7.076 5.373 -0.83 -0.06 0.63
H -2.851 -4.636 4.858 0.95 -0.78 0.96
H -0.002 -4.687 6.121 -0.39 -0.07 -0.11
H -1.403 -5.319 6.999 -0.07 0.29 -0.18
H -2.638 -2.090 7.797 0.60 -0.70 -0.50
H -2.686 -3.889 8.031 -0.16 0.60 -0.32
H -3.362 -3.128 6.543 0.37 -0.04 0.29
H -0.338 -3.951 3.810 1.15 0.41 -0.15
H -1.772 -3.114 3.966 1.02 -1.24 -0.38
C -0.674 -6.602 0.386 0.45 -2.12 0.93
C -1.813 -5.835 -0.248 1.01 -0.27 -1.15
C -2.428 -6.654 -1.373 0.16 0.51 1.61
O -3.300 -7.675 -0.808 1.66 0.44 -1.22
C -3.833 -8.317 -1.920 -2.27 -0.66 -1.16
N -2.795 -5.310 0.653 0.46 0.12 2.45
H -0.190 -6.035 1.182 -0.14 0.07 0.14
H 0.138 -6.876 -0.312 -0.44 0.34 -0.06
H -0.992 -7.619 0.818 0.15 1.47 -0.41
H -1.318 -5.018 -0.774 -0.09 0.45 -0.08
H -1.537 -7.007 -1.916 -0.75 -0.56 -0.29
H -3.020 -5.982 -1.989 -0.23 -0.05 -0.37
H -3.156 -8.677 -2.705 0.57 0.32 0.42
H -4.560 -7.641 -2.439 0.48 -0.25 0.20
H -4.435 -9.205 -1.672 0.28 0.29 0.56
H -2.270 -5.042 1.552 -1.09 -0.10 -1.55
H -3.339 -6.124 0.946 -0.22 0.28 -0.02
C -1.109 3.362 -2.192 0.32 0.73 -0.27
C -1.984 3.965 -1.122 0.63 -0.08 2.07
C -2.203 5.447 -1.069 1.13 1.19 0.60
O -0.979 6.013 -0.502 -1.32 -0.37 -0.19
C -0.940 7.421 -0.661 0.84 -0.94 -0.90
N -3.286 3.329 -1.142 0.58 0.13 -1.04
H -0.070 3.777 -2.233 -0.85 -0.39 0.19
H -1.611 3.565 -3.122 0.00 0.02 -0.87
H -1.094 2.275 -2.077 0.23 0.26 0.15
H -1.412 3.844 -0.166 -0.58 -0.56 -0.27
H -3.051 5.767 -0.385 0.68 -0.61 -0.87
H -2.308 5.891 -2.051 -0.46 0.16 -0.44
H -0.306 7.729 0.149 0.29 0.80 0.18
H -1.906 7.913 -0.651 -0.33 -0.04 0.28
H -0.469 7.591 -1.645 -0.07 0.55 0.38
H -3.805 3.630 -0.354 -0.65 -0.02 0.83
H -3.132 2.342 -1.110 -0.31 -0.81 0.28
C -0.681 -1.560 0.524 -1.39 0.25 -1.62
C -1.198 -0.246 1.063 -0.32 -2.16 1.58
C -0.311 0.862 0.718 0.31 0.95 -0.41
O 1.037 0.511 0.722 0.87 -0.95 -0.18
C 1.884 1.499 0.210 -0.77 1.45 -0.03
N -2.534 0.068 0.545 -0.26 0.09 1.09
H 0.274 -1.840 0.865 1.04 -0.33 0.89
H -0.547 -1.410 -0.544 -0.08 -0.23 -0.54
H -1.430 -2.346 0.651 0.17 -0.09 0.15
H -1.134 -0.428 2.190 -0.57 0.61 -0.87
H -0.453 1.605 1.437 -0.21 1.70 1.35
H -0.679 1.328 -0.189 0.38 -0.19 -0.84
H 2.912 1.209 0.356 0.35 -0.26 0.08
H 1.721 2.462 0.772 0.16 -0.62 -0.67
H 1.701 1.651 -0.885 0.11 0.14 0.70
H -3.084 -0.800 0.482 0.12 0.40 -0.02
H -2.998 0.677 1.253 0.42 -0.67 -0.97
C 0.350 -3.366 -3.246 -0.27 -0.42 0.61
C 1.239 -4.600 -2.897 -1.69 -0.30 -1.07
C 1.146 -5.634 -4.081 0.37 1.26 0.67
O -0.156 -6.170 -3.987 0.79 -0.22 0.39
C -0.308 -7.123 -4.972 -1.74 0.24 -1.45
N 2.579 -4.139 -2.700 0.76 0.83 0.82
H 0.556 -2.595 -2.504 -0.17 0.01 0.24
H -0.738 -3.555 -3.258 0.49 -0.20 0.11
H 0.589 -2.905 -4.193 0.38 -0.13 -0.52
H 0.754 -5.093 -2.007 0.61 0.32 -0.58
H 1.947 -6.414 -4.119 -0.57 0.33 0.58
H 1.265 -5.082 -5.039 -0.11 -0.11 0.32
H -0.205 -6.656 -5.957 0.26 0.00 -0.22
H -1.336 -7.475 -4.966 -0.15 -0.19 0.29
H 0.343 -7.969 -4.939 0.77 -0.59 0.42
H 2.571 -3.124 -2.460 0.24 -1.00 -0.14
H 3.007 -4.637 -1.917 0.04 0.27 -0.38
C -3.312 -1.304 -2.338 -2.64 -0.33 0.91
C -4.656 -1.852 -1.724 1.50 0.01 -0.65
C -5.292 -2.932 -2.615 -0.24 -0.09 -1.07
O -5.546 -2.431 -3.975 1.00 -0.31 1.67
C -4.937 -3.221 -4.953 -0.52 -0.83 -1.21
N -4.369 -2.352 -0.393 -0.28 -1.73 1.77
H -2.590 -2.006 -2.102 1.69 -1.63 0.33
H -3.016 -0.416 -1.849 0.17 1.11 0.43
H -3.364 -1.188 -3.380 -0.21 0.25 -1.37
H -5.354 -1.025 -1.508 0.09 -0.26 -0.75
H -6.280 -3.165 -2.208 0.07 -0.23 0.08
H -4.696 -3.910 -2.687 -0.49 1.44 0.33
H -5.403 -4.237 -4.957 0.25 0.42 -0.07
H -3.824 -3.414 -4.916 -0.86 0.76 0.31
H -5.234 -2.728 -5.901 0.59 -0.42 0.31
H -5.266 -2.405 0.106 0.56 -0.06 -0.04
H -3.924 -3.315 -0.231 -0.61 1.66 -0.95
```
Positions in Å, forces in eV/Å.

## Properties
- orbital gap (Eh) = 0.3319
- energy above the lowest of the compared OMol25 structures with the same formula, charge and spin (kJ/mol) = 291.7